A 2-piece molecular cluster, ClH3NO2P overall at a distorted geometry. Source: OMol25; level of theory: ωB97M-V with the def2-TZVPD basis set.

Values from the calculation:
- E_tot: -1008.51141 hartree
- E_LUMO: -0.569 eV
- Net charge: 0

Positions of all 8 atoms, in Å:
1 N 1.28169 -0.35909 0.15530
2 O 0.44945 -1.14163 0.74934
3 H 1.44546 0.47823 0.61524
4 H 0.91296 -0.11448 -0.87018
5 H 2.16717 -0.68124 -0.03210
6 O -1.30617 1.70282 -0.49115
7 P -2.06173 0.85427 0.43457
8 Cl -2.88884 -0.73888 -0.56102

Atoms 1-2, force components in eV/Å:
-2.43 1.27 -4.72
-1.87 -1.80 1.78

Atom charges from the Löwdin analysis, given in e for atoms 1 to 2: N -0.119; O -0.297